1.
# C25H50ClN2O3S2

A gas-phase ion, C25H50ClN2O3S2 (charge +1) in a non-equilibrium geometry (the ωB97M-V functional and the def2-TZVPD basis, OMol25).

```
! wB97M-V def2-TZVPD RIJCOSX def2/J DEFGRID3
* xyz 1 1
C -2.668 1.374 2.314
C -1.854 0.964 1.321
C -0.886 1.816 0.515
S -0.259 3.181 1.598
N -1.745 2.516 -0.553
C -1.388 3.949 -0.854
C -1.889 1.786 -1.868
Cl -3.594 1.987 -2.332
C -1.412 0.339 -1.791
C -1.719 -0.434 -3.085
S -2.795 -1.885 -2.847
C -4.476 -1.231 -2.702
C -5.416 -2.427 -2.875
N -0.034 0.398 -1.372
C 1.050 -0.032 -2.231
C 1.339 -1.565 -2.346
C 0.347 -2.524 -1.668
C 1.012 -3.616 -0.800
C 0.152 -3.984 0.396
O -1.141 -4.307 -0.075
C -1.896 -5.122 0.797
C -2.791 -4.314 1.739
C 0.329 1.028 -0.107
C 0.814 -0.125 0.804
C 1.137 0.041 2.302
C 2.622 -0.266 2.637
C 3.145 0.501 3.852
O 4.400 1.086 3.519
O 1.267 2.050 -0.415
C 2.592 1.989 0.098
C 3.388 3.137 -0.508
C 4.577 3.499 0.386
C 4.176 4.324 1.619
H -2.314 1.949 3.159
H -3.717 1.101 2.271
H -1.894 -0.086 1.035
H -0.390 2.569 2.774
H -2.688 2.541 -0.159
H -0.317 4.054 -0.997
H -1.878 4.193 -1.795
H -1.810 4.619 -0.116
H -1.303 2.285 -2.635
H -2.022 -0.142 -1.017
H -2.206 0.183 -3.840
H -0.836 -0.864 -3.545
H -4.693 -0.437 -3.413
H -4.604 -0.858 -1.684
H -6.413 -2.171 -2.524
H -5.444 -2.736 -3.919
H -5.033 -3.277 -2.308
H 1.987 0.449 -1.971
H 0.853 0.331 -3.243
H 1.400 -1.820 -3.405
H 2.338 -1.767 -1.952
H -0.204 -3.060 -2.440
H -0.411 -2.027 -1.063
H 2.024 -3.346 -0.492
H 1.089 -4.519 -1.409
H 0.596 -4.831 0.926
H 0.074 -3.112 1.065
H -1.265 -5.799 1.382
H -2.531 -5.759 0.181
H -3.777 -4.137 1.311
H -2.336 -3.360 2.012
H -2.957 -4.871 2.663
H 0.028 -0.873 0.711
H 1.673 -0.588 0.317
H 0.900 1.008 2.729
H 0.558 -0.700 2.857
H 3.273 -0.107 1.781
H 2.670 -1.324 2.897
H 3.280 -0.183 4.696
H 2.438 1.267 4.193
H 4.715 1.602 4.274
H 3.092 1.053 -0.162
H 2.600 2.125 1.183
H 3.679 2.925 -1.536
H 2.714 4.000 -0.512
H 5.140 2.611 0.682
H 5.262 4.091 -0.222
H 3.175 4.748 1.522
H 4.244 3.749 2.541
H 4.859 5.167 1.727
*
```

- SMILES = C=C[C@]1(S)[N@@H+](C)[C@H](Cl)[C@@H](CSCC)N(CCCCCOCC)[C@@]1(CCCCO)OCCCC
- gap between HOMO and LUMO (eV) = 7.8
- E_tot (a.u.) = -2573.9757
- strongest force on any atom (eV/Å) = 2.3
- lowest unoccupied orbital energy (eV) = -3.22

=====

2.
# C25H50NO12

4 unconnected molecules or ions with the total composition C25H50NO12 (the ωB97M-V functional and the def2-TZVPD basis, OMol25).

```
! wB97M-V def2-TZVPD RIJCOSX def2/J DEFGRID3
* xyz 1 1
C 2.001 3.306 0.838
O 1.524 3.029 -0.493
C 1.913 1.882 -1.065
O 1.209 1.182 -1.717
C 3.393 1.584 -0.933
C 4.329 2.507 -1.402
C 5.673 2.209 -1.341
N 6.056 1.031 -0.819
C 5.194 0.109 -0.359
C 3.833 0.365 -0.392
O 2.931 -0.549 0.013
H 1.198 3.837 1.342
H 2.890 3.936 0.830
H 2.193 2.386 1.392
H 4.002 3.454 -1.812
H 6.448 2.874 -1.692
H 7.047 0.826 -0.781
H 5.591 -0.818 0.029
H 3.104 -0.866 0.909
C 0.584 -3.142 0.998
O -0.334 -2.081 0.918
C -0.485 -1.508 -0.373
C -1.930 -1.245 -0.726
O -2.705 -2.403 -0.959
C -3.091 -3.214 0.137
C -4.142 -2.613 1.041
O -3.634 -1.537 1.810
C -4.518 -0.447 1.946
H 1.617 -2.781 1.103
H 0.336 -3.731 1.880
H 0.532 -3.791 0.119
H -0.042 -2.159 -1.136
H 0.044 -0.549 -0.398
H -1.918 -0.725 -1.688
H -2.399 -0.579 0.002
H -2.229 -3.558 0.713
H -3.551 -4.091 -0.324
H -4.491 -3.405 1.716
H -4.993 -2.286 0.434
H -5.001 -0.202 0.994
H -3.932 0.412 2.270
H -5.292 -0.645 2.694
C -5.618 -8.467 -6.246
O -4.962 -7.278 -5.867
C -5.814 -6.190 -5.567
C -5.334 -5.408 -4.366
O -5.458 -6.083 -3.128
C -4.553 -7.125 -2.820
C -3.161 -6.664 -2.455
O -2.446 -6.170 -3.570
C -1.710 -4.993 -3.328
H -5.886 -8.458 -7.308
H -4.932 -9.294 -6.067
H -6.524 -8.632 -5.654
H -6.836 -6.538 -5.385
H -5.837 -5.503 -6.423
H -5.997 -4.545 -4.273
H -4.321 -5.033 -4.524
H -4.519 -7.885 -3.603
H -4.970 -7.590 -1.923
H -2.621 -7.525 -2.037
H -3.232 -5.899 -1.674
H -2.283 -4.257 -2.755
H -1.464 -4.560 -4.297
H -0.775 -5.212 -2.795
C 6.252 6.664 5.286
O 5.232 7.420 4.674
C 5.373 7.618 3.284
C 4.047 7.524 2.565
O 3.481 6.222 2.521
C 2.901 5.694 3.703
C 1.588 6.316 4.120
O 1.766 7.624 4.615
C 0.773 8.550 4.224
H 7.125 7.282 5.521
H 5.852 6.261 6.215
H 6.570 5.831 4.650
H 6.071 6.887 2.858
H 5.779 8.621 3.097
H 4.238 7.777 1.519
H 3.339 8.254 2.959
H 3.608 5.682 4.534
H 2.686 4.650 3.447
H 1.159 5.685 4.910
H 0.896 6.312 3.269
H 0.528 8.449 3.162
H 1.174 9.548 4.396
H -0.141 8.432 4.814
*
```

- gap between HOMO and LUMO (eV) = 5.1
- E_tot (a.u.) = -1939.7460
- strongest force on any atom (eV/Å) = 0.4
- lowest unoccupied orbital energy (eV) = -4.99

=====

3.
# C25H50O11

7 unconnected molecules or ions with the total composition C25H50O11 in a non-equilibrium geometry (the ωB97M-V functional and the def2-TZVPD basis, OMol25).

```
! wB97M-V def2-TZVPD RIJCOSX def2/J DEFGRID3
* xyz 0 1
C 3.938 -1.091 -2.656
C 3.340 0.183 -3.376
O 2.977 1.026 -2.366
C 3.708 2.006 -1.843
C 2.903 2.911 -0.904
O 4.905 2.154 -2.031
H 4.909 -0.820 -2.285
H 3.878 -1.789 -3.392
H 3.428 -1.494 -1.773
H 4.066 0.462 -4.187
H 2.422 -0.172 -3.905
H 1.995 3.202 -1.312
H 3.456 3.744 -1.019
H 2.945 2.316 0.066
C -5.668 1.249 4.032
C -4.750 2.222 3.247
O -3.532 1.608 2.928
C -2.646 2.409 2.352
C -1.421 1.676 1.960
O -2.910 3.512 1.965
H -6.662 1.460 4.301
H -5.112 0.755 4.820
H -5.853 0.417 3.335
H -5.484 2.419 2.424
H -4.524 3.090 3.910
H -0.761 2.274 1.406
H -1.917 0.811 1.476
H -1.089 1.071 2.729
C -2.919 -3.227 -3.236
C -2.196 -2.274 -4.134
O -0.927 -2.751 -4.433
C -0.031 -2.240 -5.351
C 1.315 -2.904 -5.253
O -0.296 -1.386 -6.058
H -2.034 -3.489 -2.697
H -3.356 -4.254 -3.804
H -3.697 -3.000 -2.587
H -2.884 -2.073 -5.021
H -2.263 -1.373 -3.718
H 1.924 -2.495 -5.809
H 1.306 -3.953 -5.630
H 1.744 -2.522 -4.101
C -4.813 3.152 0.065
C -3.953 3.737 -1.052
O -3.134 2.916 -1.628
C -2.378 3.188 -2.753
C -1.452 2.035 -3.024
O -2.353 4.190 -3.399
H -5.091 3.963 0.623
H -4.152 2.394 0.224
H -5.419 2.386 -0.310
H -4.583 4.479 -1.754
H -3.351 4.570 -0.582
H -0.696 2.221 -3.787
H -1.846 1.230 -3.187
H -0.800 2.058 -2.139
C 2.625 -4.745 4.820
C 1.879 -3.554 5.272
C 1.214 -2.615 4.343
O 1.823 -3.414 6.679
H 1.964 -5.357 4.081
H 2.567 -5.428 5.594
H 3.548 -4.567 4.531
H 2.040 -2.227 3.616
H 0.694 -2.044 4.885
H 0.564 -3.231 3.741
C 3.299 0.247 1.861
C 4.037 0.913 2.923
C 3.656 0.595 4.399
O 4.841 1.900 2.741
H 3.712 0.655 0.943
H 2.351 0.646 1.965
H 3.255 -0.858 1.865
H 4.281 -0.200 4.939
H 2.622 0.380 4.219
H 3.821 1.369 5.198
C 1.343 -1.269 0.693
C 0.407 -0.543 -0.191
C 0.085 -1.087 -1.541
O 0.065 0.615 0.035
H 1.179 -2.327 0.517
H 1.288 -1.070 1.793
H 2.449 -1.149 0.390
H -0.815 -1.669 -1.668
H 0.874 -1.695 -1.676
H 0.125 -0.464 -2.328
*
```

- SMILES = CCOC(C)=O.CCOC(C)=O.CCOC(C)=O.CCOC(C)=O.CC(C)=O.CC(C)=O.CC(C)=O
- gap between HOMO and LUMO (eV) = 9.7
- E_tot (a.u.) = -1809.7672
- strongest force on any atom (eV/Å) = 10.8
- ΔE to the lowest compared entry with this formula, charge and spin (kcal per mole) = 256.2
- lowest unoccupied orbital energy (eV) = -0.03

=====

4.
# C25H51BrF3GaO23P

A molecular structure, C25H51BrF3GaO23P (the ωB97M-V functional and the def2-TZVPD basis, OMol25).

```
! wB97M-V def2-TZVPD RIJCOSX def2/J DEFGRID3
* xyz -1 1
O -0.244 2.941 -2.409
P 0.544 3.415 -1.032
Br -1.162 3.630 0.500
Ga 1.328 5.663 -1.401
C -0.141 6.778 -2.247
C -1.282 7.013 -1.266
O -2.570 6.880 -1.924
C -3.560 6.171 -1.255
C -3.955 4.888 -1.978
F -4.239 3.906 -1.115
F -5.070 5.032 -2.720
F -3.021 4.433 -2.804
H -0.925 3.568 -2.699
H 2.652 5.547 -2.279
H 1.586 6.205 0.080
H -0.541 6.303 -3.151
H 0.320 7.731 -2.542
H -1.226 8.030 -0.844
H -1.269 6.325 -0.409
H -3.269 5.884 -0.236
H -4.478 6.778 -1.205
C -1.273 0.095 -3.371
O -0.597 0.389 -4.609
C -1.254 0.118 -5.722
O -2.348 -0.388 -5.826
O -0.511 0.521 -6.760
C -1.114 0.307 -8.036
H -0.596 0.419 -2.589
H -2.198 0.665 -3.306
H -1.481 -0.972 -3.293
H -2.053 0.852 -8.115
H -1.299 -0.753 -8.203
H -0.395 0.683 -8.758
C 2.413 -1.525 2.049
O 1.749 -1.385 0.786
C 2.494 -0.822 -0.170
O 3.634 -0.455 -0.038
O 1.781 -0.779 -1.292
C 2.447 -0.135 -2.384
H 1.683 -1.996 2.703
H 3.295 -2.156 1.950
H 2.699 -0.549 2.435
H 3.386 -0.626 -2.636
H 2.627 0.910 -2.134
H 1.760 -0.193 -3.224
C -3.909 2.247 2.369
O -3.206 2.917 3.425
C -3.499 2.494 4.643
O -4.299 1.643 4.944
O -2.746 3.179 5.517
C -2.980 2.838 6.883
H -3.574 2.705 1.445
H -3.663 1.187 2.367
H -4.983 2.374 2.493
H -2.762 1.786 7.060
H -4.013 3.046 7.161
H -2.304 3.466 7.457
C 4.637 5.297 4.910
O 3.503 4.920 5.698
C 2.488 4.433 4.967
O 2.493 4.305 3.773
O 1.490 4.117 5.790
C 0.322 3.604 5.124
H 5.369 5.669 5.621
H 5.031 4.438 4.369
H 4.368 6.072 4.195
H 0.572 2.705 4.565
H -0.094 4.345 4.445
H -0.380 3.373 5.924
C 5.328 -7.366 2.061
O 5.022 -5.986 1.846
C 4.631 -5.699 0.601
O 4.528 -6.495 -0.299
O 4.374 -4.398 0.532
C 3.939 -3.939 -0.754
H 5.625 -7.434 3.103
H 4.454 -7.987 1.872
H 6.142 -7.684 1.411
H 3.015 -4.438 -1.043
H 4.702 -4.120 -1.508
H 3.775 -2.873 -0.645
C -1.143 -6.285 5.008
O -1.322 -6.143 3.596
C -0.749 -5.048 3.081
O -0.124 -4.231 3.710
O -0.984 -5.025 1.774
C -0.425 -3.888 1.092
H -1.656 -7.205 5.270
H -0.085 -6.355 5.255
H -1.580 -5.440 5.537
H 0.657 -3.868 1.208
H -0.846 -2.962 1.478
H -0.691 -4.005 0.048
C -0.557 -7.033 -3.482
O -1.089 -5.702 -3.467
C -1.562 -5.281 -4.644
O -1.562 -5.929 -5.661
O -2.028 -4.045 -4.501
C -2.576 -3.497 -5.710
H -0.229 -7.225 -2.464
H -1.326 -7.746 -3.770
H 0.279 -7.102 -4.175
H -3.398 -4.122 -6.056
H -1.808 -3.456 -6.481
H -2.923 -2.494 -5.488
*
```

- gap between HOMO and LUMO (eV) = 6.0
- E_tot (a.u.) = -7853.5878
- strongest force on any atom (eV/Å) = 0.9
- lowest unoccupied orbital energy (eV) = 1.84

=====

5.
# C25H51Cl16F3IN2O4PS2

A molecular structure, C25H51Cl16F3IN2O4PS2 in a non-equilibrium geometry (the ωB97M-V functional and the def2-TZVPD basis, OMol25).

```
! wB97M-V def2-TZVPD RIJCOSX def2/J DEFGRID3
* xyz 0 1
N -1.558 -2.790 -2.660
C -0.969 -2.897 -1.296
C 0.047 -4.034 -1.214
C 1.150 -3.916 -2.266
C 1.713 -2.495 -2.428
O 1.893 -1.773 -1.202
C 3.214 -1.635 -0.746
C 4.030 -0.670 -1.652
N 5.478 -0.674 -1.249
C 3.100 -0.907 0.630
O 3.667 -1.646 1.735
C 4.911 -1.241 2.095
I 5.701 -2.807 3.371
S 4.869 0.346 3.037
O 3.860 0.355 4.034
O 4.785 1.479 2.163
C 6.517 0.532 3.921
F 7.503 0.077 3.205
F 6.668 1.817 4.082
F 6.500 0.004 5.096
P 4.140 -3.262 -0.538
S 3.212 -4.595 0.557
H -1.536 -3.715 -3.084
H -2.548 -2.618 -2.507
H -1.793 -3.123 -0.607
H -0.541 -1.940 -0.989
H -0.522 -4.943 -1.458
H 0.410 -4.184 -0.197
H 1.966 -4.627 -2.129
H 0.703 -4.174 -3.234
H 0.973 -1.933 -3.005
H 2.609 -2.544 -3.058
H 3.677 0.356 -1.521
H 3.997 -0.960 -2.701
H 5.979 -0.405 -2.092
H 5.597 0.141 -0.648
H 3.561 0.078 0.548
H 2.049 -0.744 0.868
H 5.635 -1.147 1.280
H 4.410 -3.861 -1.793
H 5.390 -3.014 0.068
Cl -3.628 -5.579 -0.991
C -5.302 -5.641 -1.600
C -5.386 -5.270 -3.059
Cl -5.029 -3.545 -3.331
H -5.909 -4.981 -0.985
H -5.654 -6.662 -1.459
H -6.396 -5.448 -3.427
H -4.695 -5.857 -3.660
Cl 0.990 3.639 7.804
C 1.648 2.396 6.708
C 1.275 2.650 5.270
Cl -0.467 2.413 4.971
H 1.292 1.426 7.045
H 2.732 2.421 6.814
H 1.806 1.950 4.625
H 1.532 3.662 4.964
Cl -4.783 -0.595 -3.167
C -4.060 1.033 -3.238
C -2.862 1.151 -2.330
Cl -3.308 1.097 -0.602
H -4.830 1.757 -2.987
H -3.755 1.202 -4.270
H -2.366 2.106 -2.497
H -2.145 0.353 -2.514
Cl 1.862 -3.613 3.435
C 0.696 -4.378 4.542
C 0.918 -5.865 4.654
Cl 0.509 -6.720 3.144
H -0.307 -4.151 4.186
H 0.827 -3.912 5.518
H 0.278 -6.276 5.434
H 1.952 -6.096 4.901
Cl -2.328 -2.132 -5.974
C -3.996 -2.179 -6.596
C -4.072 -1.809 -8.055
Cl -3.703 -0.087 -8.333
H -4.600 -1.515 -5.982
H -4.357 -3.197 -6.454
H -5.082 -1.980 -8.425
H -3.383 -2.401 -8.654
Cl 1.349 5.971 0.307
C 1.695 4.984 1.754
C 2.588 3.811 1.441
Cl 1.757 2.594 0.438
H 0.745 4.662 2.174
H 2.185 5.639 2.474
H 2.882 3.313 2.364
H 3.490 4.119 0.919
Cl -2.530 10.704 0.463
C -1.060 9.702 0.337
C -1.022 8.612 1.377
Cl -0.797 9.258 3.024
H -0.198 10.360 0.418
H -1.063 9.259 -0.658
H -0.182 7.947 1.181
H -1.936 8.022 1.370
Cl -4.397 5.821 -0.800
C -5.558 5.232 0.417
C -5.555 3.728 0.522
Cl -6.228 2.950 -0.931
H -6.543 5.611 0.154
H -5.266 5.667 1.372
H -6.174 3.415 1.363
H -4.550 3.340 0.674
*
```

- gap between HOMO and LUMO (eV) = 7.9
- E_tot (a.u.) = -10491.6793
- strongest force on any atom (eV/Å) = 2.2
- lowest unoccupied orbital energy (eV) = -0.27